C4H13N3 | ωB97M-V/def2-TZVPD

Results
Spin multiplicity   1
Kohn-Sham gap   10.8 eV
SMILES   [H]/N=N\N.CC(C)C
Relative energy (zero: lowest compared OMol25 entry of this formula, charge and spin)   81.3 kcal/mol

```
20
Properties=species:S:1:pos:R:3:forces:R:3
C 1.208 -1.736 0.234 1.23 -0.46 -0.40
C 2.727 -0.006 -0.553 -0.33 -1.41 -2.13
C 0.375 0.778 0.154 -1.59 1.46 1.50
C 1.517 -0.151 0.337 1.93 -3.44 2.23
N -2.577 -0.209 0.176 -0.21 -0.50 0.91
N -4.607 0.451 -0.471 1.40 0.76 0.13
N -3.402 0.691 0.046 0.99 1.00 -0.58
H 1.611 -2.302 -0.696 -1.19 1.52 0.79
H 1.801 -2.336 0.975 -0.61 0.93 -0.03
H 0.168 -1.931 0.404 -0.63 -0.36 -0.06
H 3.301 -0.952 -0.604 0.14 0.67 0.76
H 3.284 0.800 -0.230 1.70 1.67 0.49
H 2.575 0.115 -1.665 -0.70 0.29 1.04
H -0.107 1.058 1.146 0.28 -1.08 -0.88
H 0.625 1.836 -0.094 0.25 -0.96 -0.89
H 1.899 -0.129 1.471 -0.61 0.51 -2.36
H -2.987 -1.153 0.046 -0.15 -0.10 -0.50
H -0.426 0.303 -0.434 0.46 0.81 -0.09
H -5.169 1.255 -0.339 -1.11 0.08 0.06
H -4.880 -0.488 -0.386 -1.26 -1.38 -0.01
```
Forces are in eV/Å.

=====

C4H3N | ωB97M-V/def2-TZVPD

Results
Spin multiplicity   1
Kohn-Sham gap   11.4 eV
SMILES   C#CCC#N
Relative energy (zero: lowest compared OMol25 entry of this formula, charge and spin)   23.6 kcal/mol

```
8
Properties=species:S:1:pos:R:3:forces:R:3
C 1.516 -1.092 0.042 2.37 -1.13 -0.10
C 0.498 -0.561 -0.209 -1.20 1.02 -0.63
C -0.777 0.114 -0.340 -0.83 -1.88 0.66
C -0.708 1.380 0.359 1.96 5.12 6.40
H 2.488 -1.531 0.066 -0.17 -0.02 0.28
H -1.433 -0.637 0.187 -0.08 1.23 -0.18
H -1.168 0.136 -1.339 0.08 0.36 -0.59
N -0.416 2.190 1.234 -2.13 -4.70 -5.85
```
Forces are in eV/Å.